{
  "formula": "C25H73MgO12",
  "method": "ωB97M-V/def2-TZVPD",
  "symbols": ["Mg", "C", "C", "C", "O", "H", "H", "H", "H", "H", "H", "H", "C", "C", "O", "H", "H", "H", "H", "H", "H", "C", "C", "O", "H", "H", "H", "H", "H", "H", "C", "C", "O", "H", "H", "H", "H", "H", "H", "C", "C", "O", "H", "H", "H", "H", "H", "H", "C", "C", "O", "H", "H", "H", "H", "H", "H", "C", "C", "O", "H", "H", "H", "H", "H", "H", "C", "C", "O", "H", "H", "H", "H", "H", "H", "C", "C", "O", "H", "H", "H", "H", "H", "H", "C", "C", "O", "H", "H", "H", "H", "H", "H", "C", "C", "O", "H", "H", "H", "H", "H", "H", "C", "C", "O", "H", "H", "H", "H", "H", "H"],
  "coordinates": [[-0.27640, -25.36471, -3.49469], [-3.61095, -24.97414, -1.31371], [-3.18512, -24.92607, -2.83143], [-4.37602, -24.20944, -3.56583], [-1.89186, -24.34251, -3.06234], [-4.66624, -25.17056, -1.12424], [-3.30555, -24.06497, -0.79578], [-2.87007, -25.61145, -0.83098], [-3.20233, -25.92970, -3.25628], [-5.32104, -24.67893, -3.29267], [-4.25168, -24.48119, -4.61407], [-4.51117, -23.13897, -3.41112], [0.68384, -22.12220, 2.90875], [-0.47747, -21.63735, 2.03266], [-1.13557, -22.82082, 1.67002], [1.43841, -22.53363, 2.23833], [0.29450, -22.73456, 3.72209], [1.13438, -21.26177, 3.40350], [-0.12066, -21.07386, 1.17053], [-0.95936, -20.91937, 2.69628], [-2.04149, -22.61998, 1.42392], [-1.42241, -27.75393, 1.10089], [-1.94112, -26.67424, 2.10514], [-0.98024, -25.63752, 1.95467], [-0.48928, -28.16205, 1.48925], [-1.29334, -27.40717, 0.07561], [-2.15537, -28.55429, 0.99939], [-2.08525, -27.14993, 3.07521], [-2.92515, -26.33478, 1.78182], [-1.39373, -24.78501, 1.80017], [-6.72408, -20.68686, -2.74195], [-6.93762, -21.27418, -4.17524], [-6.70236, -20.41729, -5.27562], [-5.71914, -20.28259, -2.62050], [-6.76259, -21.49061, -2.00669], [-7.53058, -19.98512, -2.52927], [-7.99232, -21.52737, -4.28298], [-6.45095, -22.24948, -4.18201], [-5.83761, -20.06076, -5.05953], [1.23929, -24.23085, -0.01382], [1.06207, -25.45626, -0.91198], [1.15202, -25.02423, -2.28098], [0.99016, -24.57493, 0.99000], [0.51059, -23.48568, -0.33289], [2.29379, -23.97968, -0.12808], [0.03839, -25.78147, -0.72644], [1.77883, -26.23762, -0.65935], [2.07695, -24.91063, -2.51164], [-2.86285, -25.86163, -7.02569], [-2.93689, -27.33818, -6.71916], [-1.59361, -27.90635, -6.72757], [-3.89950, -25.59793, -7.23525], [-2.23356, -25.63299, -7.88582], [-2.51900, -25.28560, -6.16659], [-3.54018, -27.96381, -7.37697], [-3.54360, -27.33088, -5.81364], [-1.34932, -27.89095, -5.79930], [-5.34906, -21.90431, -8.71111], [-4.51493, -22.35061, -7.54500], [-3.82720, -21.22472, -7.15830], [-6.16048, -21.24246, -8.40842], [-5.80385, -22.84213, -9.03012], [-4.80057, -21.40188, -9.50788], [-3.82944, -23.10922, -7.92277], [-5.04603, -22.76280, -6.68701], [-3.89140, -21.09556, -6.20920], [-0.89121, -19.56793, -1.66847], [-0.98200, -20.95018, -2.26832], [-2.15318, -21.22873, -2.98571], [-0.75670, -18.79836, -2.42858], [0.00480, -19.61754, -1.04976], [-1.57201, -19.24379, -0.88136], [-0.91850, -21.69290, -1.47307], [-0.13874, -21.03104, -2.95423], [-2.08447, -22.18583, -3.01500], [-7.40349, -24.23432, -0.90810], [-7.52134, -24.04843, 0.56865], [-6.38873, -24.64528, 1.09798], [-8.29183, -23.90395, -1.44644], [-7.51645, -25.27669, -1.20608], [-6.47558, -23.81687, -1.29902], [-8.38346, -24.51517, 1.04510], [-7.62925, -22.98122, 0.76233], [-6.75226, -25.40837, 1.55310], [-0.28840, -22.42365, -5.70782], [0.85018, -23.05770, -5.01157], [0.57830, -24.44744, -4.94424], [-0.18812, -21.33888, -5.74414], [-1.20814, -22.60650, -5.15217], [-0.57725, -22.76786, -6.70089], [1.03236, -22.62725, -4.02688], [1.82829, -22.92002, -5.47252], [0.44306, -24.65887, -5.87086], [-3.87013, -21.12449, -0.19135], [-4.59335, -21.68923, 1.07893], [-3.95905, -22.87829, 1.34504], [-4.39412, -20.23938, -0.55209], [-3.88171, -21.90316, -0.95401], [-2.84913, -20.80256, 0.01358], [-5.62794, -21.77678, 0.74719], [-4.46744, -20.93294, 1.85371], [-4.69506, -23.46715, 1.52706], [-5.41999, -28.83607, -2.39400], [-6.16801, -28.66799, -1.01638], [-5.39371, -27.91932, -0.11579], [-5.53564, -28.01937, -3.10656], [-5.94584, -29.63279, -2.92015], [-4.42796, -29.25576, -2.22715], [-6.33596, -29.64136, -0.55549], [-7.17901, -28.29759, -1.18599], [-5.45056, -27.08118, -0.58043]],
  "forces_ev_per_angstrom": [[-1.88, 1.33, 0.87], [2.37, 0.29, -0.77], [-1.50, 1.32, 0.96], [0.79, -0.89, -0.46], [-0.05, -1.24, -0.23], [0.33, -0.30, 0.00], [-0.54, 0.62, -0.42], [-0.61, -0.96, 0.31], [-0.06, -0.40, 0.16], [0.03, -0.13, 0.25], [-0.08, 0.60, -0.46], [0.51, 0.09, 0.09], [0.20, 1.31, -0.54], [1.69, -0.11, 1.48], [-0.84, 0.20, -0.48], [0.07, -0.64, 0.60], [0.23, -0.47, -0.43], [0.19, 0.12, -0.07], [0.07, -0.02, -0.27], [-1.22, -0.23, -0.30], [-0.52, -0.14, -0.04], [-1.04, -0.32, 0.88], [0.39, -0.82, -2.62], [0.10, -0.04, 0.74], [0.04, -0.02, -0.18], [0.13, 0.51, 0.12], [0.04, -0.28, 0.25], [0.59, 0.50, 0.36], [-0.13, 0.11, -0.01], [-0.03, 0.31, 0.39], [-0.01, -0.30, -1.04], [-1.89, -0.35, 1.50], [1.17, -0.51, 0.44], [-0.07, 0.45, -0.10], [-0.25, -0.18, -0.15], [0.39, 0.25, 0.09], [-0.08, -0.06, 0.11], [0.72, -0.09, -0.66], [0.21, 0.84, -0.26], [0.16, -1.47, -0.62], [-0.76, 0.94, 2.07], [0.56, -0.68, -0.68], [0.21, 0.34, 0.12], [0.34, 0.26, 0.18], [-0.10, 0.76, 0.41], [-0.01, -0.45, -0.37], [-0.09, -0.09, -0.41], [0.25, 0.15, -0.10], [-0.41, -0.11, -0.82], [0.43, -0.01, -0.48], [-1.29, 0.54, 1.09], [-0.08, 0.56, -0.10], [-0.06, -0.06, -0.09], [0.05, 0.00, 0.19], [0.22, 0.46, -0.57], [0.70, -0.87, 0.85], [0.42, -0.48, 0.02], [-1.37, -0.26, -1.19], [-0.38, 0.68, 1.39], [0.67, -0.06, -0.33], [0.19, 0.09, 0.46], [0.00, 0.04, -0.57], [0.14, -0.36, 0.03], [0.66, -0.23, -0.37], [-0.15, -0.20, -0.15], [0.06, 0.28, 0.93], [0.72, 0.16, 0.57], [0.07, 0.68, 0.71], [-0.58, 0.03, -0.51], [-0.14, 0.06, 0.14], [0.60, 0.23, -0.34], [-0.82, -0.31, -0.59], [0.39, -0.12, 0.17], [0.42, -0.21, 0.07], [-0.73, -0.75, -0.36], [-1.61, -0.67, -1.20], [-1.04, 0.48, -0.81], [1.16, -0.33, 1.42], [0.08, 1.04, -0.06], [0.80, -0.49, 0.36], [-0.15, 0.08, -0.01], [-0.40, 0.07, -0.51], [0.46, 0.13, 0.46], [0.77, -0.26, 0.33], [-1.54, 1.26, -0.03], [1.16, 1.35, 0.05], [0.44, -1.17, -0.52], [0.16, 0.00, -0.12], [0.04, 0.01, 0.50], [0.87, -0.24, -0.34], [-0.60, -0.40, 0.30], [-0.11, -0.10, -0.53], [-0.04, -0.66, -0.26], [-0.72, 0.16, 0.73], [1.13, 2.70, -2.65], [-0.32, -1.24, 0.77], [-0.03, 0.04, -0.14], [0.11, 0.15, -0.10], [0.06, -0.28, 0.08], [-0.24, -0.32, 0.62], [-0.38, -0.23, 0.43], [0.17, -1.02, 0.31], [-1.52, -1.21, 0.79], [0.53, -1.53, -1.29], [-0.55, 0.76, -0.32], [0.58, 0.50, 0.42], [-0.14, -0.27, -0.05], [0.21, 0.64, -0.11], [0.28, -0.14, -0.15], [-0.05, 0.55, 0.06], [0.68, 0.77, 0.70]],
  "mulliken_spin": [0.000, 0.001, 0.000, 0.003, -0.001, 0.000, 0.000, 0.000, 0.000, 0.000, -0.003, 0.000, 0.000, 0.000, 0.000, 0.000, 0.000, 0.000, 0.000, 0.000, 0.000, 0.000, 0.000, 0.000, 0.000, 0.000, 0.000, 0.000, 0.000, 0.000, 0.017, 0.004, 0.111, -0.001, -0.001, 0.003, 0.003, 0.018, -0.004, 0.000, 0.000, 0.000, 0.000, 0.000, 0.000, 0.000, 0.000, 0.000, 0.002, 0.001, 0.001, 0.003, 0.002, -0.003, 0.000, 0.000, 0.000, 0.125, 0.057, 0.552, 0.017, 0.007, -0.001, 0.092, 0.012, -0.021, 0.000, 0.000, 0.002, 0.000, 0.000, 0.000, 0.000, 0.000, 0.000, 0.000, 0.000, 0.000, 0.000, 0.000, 0.000, 0.000, 0.000, 0.000, 0.000, 0.000, 0.000, 0.000, 0.000, 0.001, 0.000, 0.000, 0.000, 0.000, 0.000, 0.000, 0.000, 0.000, 0.000, 0.000, 0.000, 0.000, 0.000, 0.000, 0.000, 0.000, 0.000, 0.000, 0.000, 0.000, 0.000],
  "energy_ha": -2098.48717,
  "charge": 2,
  "s2": 0.755,
  "multiplicity": 2,
  "lumo_energy_ev": [-6.5, -11.6]
}